Below is C27H51Cl2N11O7P2S3Ti as an isolated structure, with properties calculated with ωB97M-V with the def2-TZVPD basis set.

Each line ends with the Mulliken spin population.
Positions of all 104 atoms, in Å:
1 Ti 0.538 0.775 1.223  0.304
2 Cl 2.885 7.473 -0.146  -0.004
3 Cl -0.683 3.963 -2.027  -0.002
4 S 0.363 -0.029 3.945  0.004
5 S -4.900 1.846 2.133  0.000
6 S -2.658 1.416 -0.464  0.008
7 P 2.389 -1.926 0.518  0.012
8 P -4.552 1.503 0.206  -0.004
9 O 0.546 2.079 -0.032  0.054
10 O 1.805 1.682 2.176  0.031
11 O 1.958 -0.616 1.116  0.018
12 O -1.752 -1.995 0.119  0.305
13 O -5.361 0.154 -0.060  0.002
14 O -5.413 2.533 -0.694  0.000
15 O -0.739 -0.493 1.411  0.031
16 N 2.648 -1.736 -1.095  0.001
17 N 3.839 -2.469 1.172  0.000
18 N -0.647 -2.293 -2.217  0.046
19 N 0.453 1.082 -2.792  0.003
20 N 1.282 -3.120 0.767  0.001
21 N -1.708 1.504 3.246  0.009
22 N -0.217 -0.487 -0.739  -0.049
23 N -2.026 0.142 5.030  0.001
24 N 0.129 -0.269 -3.027  0.050
25 N -0.989 2.030 2.164  -0.009
26 N -0.913 -1.055 0.238  0.418
27 C -5.062 3.870 -1.108  0.001
28 C 3.471 -0.608 -2.989  0.003
29 C 5.037 -1.655 0.944  0.001
30 C 2.376 2.822 1.975  0.376
31 C 0.563 -3.269 2.044  0.001
32 C -0.277 -1.007 -1.949  0.102
33 C 3.030 -0.377 -1.551  0.005
34 C 2.020 3.710 0.943  -0.019
35 C -4.418 3.820 -2.488  0.000
36 C -6.693 0.190 -2.103  0.000
37 C 1.029 3.312 -0.021  0.155
38 C 0.606 4.299 -0.925  -0.084
39 C -4.182 4.613 -0.109  -0.002
40 C 6.079 -2.401 1.765  0.000
41 C -5.670 -0.567 -1.267  0.000
42 C 0.112 -5.137 0.546  0.002
43 C 3.270 -2.756 -1.951  0.001
44 C 4.160 -1.973 -2.919  -0.001
45 C 5.310 -2.739 3.049  0.000
46 C 3.833 -2.818 2.609  -0.001
47 C -1.209 0.556 4.045  -0.004
48 C 1.474 -4.483 0.278  -0.001
49 C 2.172 5.894 -0.066  -0.067
50 C -0.488 -4.339 1.726  0.009
51 C 2.598 4.998 0.875  0.112
52 C -4.432 -0.925 -2.076  0.002
53 C 1.161 5.565 -0.967  0.165
54 H -6.221 1.044 -2.586  0.000
55 H 5.442 -1.948 3.785  0.000
56 H 3.214 -2.123 3.187  0.000
57 H -1.625 2.039 1.331  -0.016
58 H -4.592 4.519 0.895  0.000
59 H -4.716 -1.604 -2.883  0.001
60 H 3.357 5.272 1.595  0.006
61 H -0.430 -0.445 -3.852  0.006
62 H -1.703 -0.602 5.620  0.000
63 H -7.113 -0.468 -2.864  0.000
64 H -0.731 2.990 2.384  0.003
65 H -3.988 -0.026 -2.502  -0.002
66 H 2.190 0.306 -1.475  -0.001
67 H 4.133 0.181 -3.341  0.000
68 H -2.740 1.576 3.131  -0.001
69 H 3.151 3.123 2.681  0.002
70 H 3.829 -3.486 -1.362  0.000
71 H 2.490 -3.279 -2.513  0.003
72 H 3.862 0.025 -0.961  0.002
73 H 2.599 -0.664 -3.640  -0.002
74 H -0.680 -4.966 2.596  0.000
75 H -1.234 -2.660 -1.467  -0.003
76 H 6.972 -1.806 1.948  0.000
77 H -3.175 4.201 -0.119  0.002
78 H 5.275 -1.619 -0.119  0.000
79 H -3.507 3.226 -2.435  0.000
80 H 1.741 -4.485 -0.776  0.003
81 H 2.265 -4.999 0.840  0.000
82 H -0.517 -5.035 -0.338  0.000
83 H 4.231 -2.457 -3.891  0.000
84 H 6.369 -3.311 1.238  0.000
85 H 4.909 -0.630 1.320  0.001
86 H -6.118 -1.488 -0.885  0.000
87 H -0.221 1.512 -2.163  0.006
88 H -3.699 -1.410 -1.430  -0.002
89 H 0.134 -2.324 2.361  -0.003
90 H -2.994 0.420 5.053  0.000
91 H -5.101 3.372 -3.210  0.000
92 H 0.808 6.284 -1.689  0.010
93 H 1.231 -3.636 2.833  0.000
94 H 0.224 -6.197 0.770  0.000
95 H 5.168 -1.864 -2.513  0.000
96 H 0.476 1.578 -3.671  -0.001
97 H -0.952 -2.485 -3.159  0.006
98 H -1.416 -3.865 1.421  -0.008
99 H -4.136 5.667 -0.385  0.000
100 H -4.163 4.827 -2.819  0.000
101 H -7.496 0.556 -1.464  0.000
102 H 3.436 -3.827 2.724  0.000
103 H -6.027 4.379 -1.177  0.000
104 H 5.646 -3.674 3.492  0.000

## Properties
E = -5835.72397 Ha
Orbital gap (spin up / spin down) = 6.00 / 6.77 eV
Spin multiplicity = 3
F_max = 2.62 eV/A

=====

Below is one molecule with the formula C27H22N4O6, with properties calculated with ωB97M-V with the def2-TZVPD basis set.

Each line ends with the natural charge from an NBO analysis.
Positions of all 59 atoms, in Å:
1 O -2.337 -1.777 1.966  -0.602
2 O 4.346 -2.151 -1.294  -0.602
3 O -1.821 -2.121 -1.088  -0.589
4 O -0.640 -3.744 -0.085  -0.495
5 O -1.407 2.901 1.271  -0.386
6 O -4.598 1.922 -2.159  -0.517
7 N -1.168 -0.072 1.046  -0.570
8 N 1.025 0.478 0.856  -0.356
9 N 4.863 -0.128 -0.357  -0.393
10 N 3.209 1.196 0.695  -0.551
11 C -5.869 0.295 0.812  -0.206
12 C 5.424 1.994 0.600  -0.234
13 C -0.007 3.173 -0.432  -0.315
14 C 6.720 1.827 0.225  -0.137
15 C -1.314 -6.008 0.271  -0.622
16 C 0.296 -1.607 -0.135  -0.213
17 C -4.739 -0.314 1.330  -0.194
18 C -2.304 -0.788 1.257  0.684
19 C -0.847 -2.500 -0.487  0.806
20 C 1.566 -1.865 -0.529  -0.070
21 C 2.289 0.257 0.427  0.465
22 C -4.567 1.192 -1.006  0.373
23 C 2.599 -0.930 -0.258  -0.275
24 C -5.788 1.042 -0.346  -0.260
25 C -1.193 3.900 -0.701  -0.328
26 C -2.006 3.692 0.371  0.096
27 C 3.938 -1.180 -0.694  0.654
28 C -0.016 -0.409 0.617  0.483
29 C -3.426 0.613 -0.470  -0.292
30 C -0.193 2.584 0.786  0.282
31 C -3.433 1.960 -2.948  -0.258
32 C -3.517 -0.140 0.695  -0.119
33 C 6.161 -0.288 -0.728  0.062
34 C 4.448 1.002 0.315  0.436
35 C -1.719 -4.660 -0.293  -0.075
36 C 7.101 0.651 -0.459  -0.276
37 C 0.693 1.690 1.590  -0.278
38 H 0.863 3.101 -1.053  0.226
39 H -2.618 2.482 -2.436  0.181
40 H -1.400 4.500 -1.563  0.229
41 H -2.605 -4.263 0.215  0.205
42 H -2.465 0.707 -0.950  0.235
43 H 5.078 2.870 1.123  0.241
44 H -4.784 -0.915 2.225  0.228
45 H 8.122 0.498 -0.764  0.235
46 H -2.122 -6.719 0.130  0.217
47 H -3.706 2.510 -3.848  0.194
48 H -1.101 -5.915 1.332  0.218
49 H -0.423 -6.375 -0.233  0.210
50 H 6.361 -1.215 -1.246  0.258
51 H -2.994 4.039 0.598  0.210
52 H -6.822 0.179 1.307  0.212
53 H 7.459 2.582 0.444  0.228
54 H 0.156 1.408 2.499  0.249
55 H -3.104 0.953 -3.221  0.181
56 H 1.822 -2.762 -1.072  0.247
57 H -6.661 1.513 -0.771  0.217
58 H 1.639 2.181 1.830  0.263
59 H -1.932 -4.717 -1.366  0.186

## Properties
E = -1712.58882 Ha
Orbital gap = 7.40 eV
Spin multiplicity = 1
SMILES string = CCOC(=O)c1cc2c(=O)n3ccccc3nc2n(Cc2ccco2)/c1=N/C(=O)c1cccc(OC)c1
F_max = 1.12 eV/A